No. 1
Molecular formula: C4H11NOS
Method: DFT, ωB97M-V/def2-TZVPD

CARTESIAN COORDINATES (ANGSTROEM)
C: 1.292 0.928 0.007
C: -1.108 0.272 -1.193
C: 2.119 1.218 1.209
C: -1.778 -0.908 -1.872
N: 0.275 -1.488 0.010
O: -0.933 -0.152 2.062
S: -0.175 0.065 0.171
H: 1.074 1.761 -0.586
H: -1.653 1.294 -1.237
H: 1.975 2.219 1.533
H: 1.875 0.539 2.182
H: 3.156 1.332 0.830
H: -1.053 -1.756 -2.121
H: -2.476 -1.533 -1.183
H: -2.455 -0.725 -2.684
H: 1.067 -1.621 -0.505
H: -0.003 -2.071 0.832
H: -1.198 0.625 2.545

The energy above the lowest of the compared OMol25 structures with the same formula, charge and spin is 169.5 kcal/mol. The total energy comes out at -686.93928 a.u. The SMILES is CC=S(N)(O)=CC. The HOMO-LUMO gap (alpha / beta) comes out at 7.3 / 7.3 eV.

=====

No. 2
Molecular formula: C4H11NOS
Method: DFT, ωB97M-V/def2-TZVPD

CARTESIAN COORDINATES (ANGSTROEM)
C: -0.424 -0.264 0.628
N: 1.029 -0.445 0.474
C: 1.669 -1.245 1.522
O: 1.065 -1.090 2.787
C: -1.277 -0.692 -0.567
C: -1.619 0.406 -1.611
S: -0.382 1.680 -1.658
H: -0.599 0.763 0.854
H: -0.780 -0.869 1.449
H: 1.392 0.497 0.557
H: 1.584 -2.297 1.284
H: 2.706 -0.945 1.635
H: 1.522 -0.467 3.369
H: -0.984 -1.597 -1.102
H: -2.232 -1.089 -0.203
H: -1.726 0.025 -2.626
H: -2.552 0.858 -1.294
H: 0.749 0.938 -1.682

The energy above the lowest of the compared OMol25 structures with the same formula, charge and spin is 38.2 kcal/mol. The total energy comes out at -686.82370 a.u. The HOMO-LUMO gap (alpha / beta) comes out at 11.5 / 4.7 eV. The spin multiplicity is 2. The net charge is +1.

=====

No. 3
Molecular formula: C4H11NPS
Method: DFT, ωB97M-V/def2-TZVPD

CARTESIAN COORDINATES (ANGSTROEM)
C: -2.260 -0.171 -0.390
C: -2.240 -1.603 -0.372
C: 1.483 -0.137 -0.705
C: 0.583 0.639 0.148
N: 0.978 0.480 1.569
P: -3.061 1.204 -0.678
S: 3.302 0.217 -0.262
H: -2.737 -2.004 0.514
H: -2.729 -1.998 -1.267
H: -1.215 -1.983 -0.384
H: 1.347 0.068 -1.760
H: 1.413 -1.211 -0.527
H: 0.463 1.687 -0.104
H: 0.519 1.153 2.187
H: 2.024 0.598 1.585
H: 0.776 -0.472 1.892
H: -2.042 2.162 -0.535
H: 3.396 1.372 -0.910

The energy above the lowest of the compared OMol25 structures with the same formula, charge and spin is 107.5 kcal/mol. The total energy comes out at -952.86945 a.u. The HOMO-LUMO gap (alpha / beta) comes out at 6.1 / 9.1 eV. The net charge is +1.

=====

No. 4
Molecular formula: C4H11NS
Method: DFT, ωB97M-V/def2-TZVPD

CARTESIAN COORDINATES (ANGSTROEM)
C: -1.092 -1.001 1.631
C: -0.460 -0.727 0.267
C: 0.629 0.327 0.410
C: 1.432 0.662 -0.815
S: 0.659 1.929 -1.873
N: -1.513 -0.329 -0.684
H: -0.661 -1.845 2.174
H: -2.125 -1.226 1.443
H: -1.094 -0.095 2.241
H: 0.031 -1.628 -0.103
H: 0.266 1.253 0.828
H: 1.342 -0.158 1.076
H: 2.405 1.010 -0.493
H: 1.540 -0.228 -1.437
H: 1.712 2.716 -2.126
H: -1.883 -1.073 -1.253
H: -1.189 0.413 -1.284

The energy above the lowest of the compared OMol25 structures with the same formula, charge and spin is 8.0 kcal/mol. The total energy comes out at -611.92939 a.u. The SMILES is C[C@@H](N)CCS. The HOMO-LUMO gap comes out at 9.9 eV.

=====

No. 5
Molecular formula: C4H11NS
Method: DFT, ωB97M-V/def2-TZVPD

CARTESIAN COORDINATES (ANGSTROEM)
C: 1.133 2.437 0.883
S: 0.045 3.866 1.213
C: -0.940 3.659 -0.330
H: 0.535 1.616 1.132
H: 1.602 2.193 -0.247
H: 2.075 2.343 1.489
H: -0.364 2.918 -0.976
H: -1.069 4.692 -0.784
H: -2.094 3.336 -0.041
C: -0.313 -4.189 0.652
C: -0.193 -2.992 0.023
N: 0.331 -2.845 -1.247
H: 0.225 -4.897 0.164
H: -1.174 -4.414 1.287
H: -1.112 -2.388 0.070
H: 0.159 -2.018 -1.682
H: 1.152 -3.317 -1.606

The energy above the lowest of the compared OMol25 structures with the same formula, charge and spin is 71.0 kcal/mol. The total energy comes out at -611.82904 a.u. The SMILES is C=CN.CSC. The HOMO-LUMO gap comes out at 8.8 eV.

=====

No. 6
Molecular formula: C4H11NS
Method: DFT, ωB97M-V/def2-TZVPD

CARTESIAN COORDINATES (ANGSTROEM)
C: 0.191 2.067 -1.610
C: 1.120 1.282 -0.744
C: 0.607 -0.020 -0.245
C: -0.600 0.137 0.658
H: -0.618 2.555 -1.040
H: -0.222 1.410 -2.387
H: 0.697 2.864 -2.175
H: 1.434 2.044 -0.027
H: 1.979 1.130 -1.379
H: 0.251 -0.616 -1.082
H: 2.412 -0.832 -0.297
H: 1.984 -0.399 1.214
H: -0.414 0.388 1.642
H: -1.302 0.974 0.287
H: -2.543 -0.951 1.325
N: 1.665 -0.866 0.357
S: -1.451 -1.456 0.817

The energy above the lowest of the compared OMol25 structures with the same formula, charge and spin is 12.7 kcal/mol. The total energy comes out at -611.92189 a.u. The SMILES is CC[C@@H](N)CS. The HOMO-LUMO gap comes out at 9.8 eV.

=====

No. 7
Molecular formula: C4H11NS
Method: DFT, ωB97M-V/def2-TZVPD

CARTESIAN COORDINATES (ANGSTROEM)
C: 1.909 1.440 0.455
C: -0.304 0.598 0.023
C: -1.179 -0.459 0.653
C: -0.900 -1.815 -0.064
H: 1.733 2.019 -0.425
H: 1.739 2.108 1.185
H: 2.942 0.937 0.250
H: 1.255 -0.151 -0.690
H: -0.483 1.062 -0.957
H: -0.377 1.331 0.688
H: -0.706 -0.772 1.679
H: -2.313 -0.196 0.611
H: 0.094 -1.958 -0.195
H: -1.432 -2.685 0.387
H: -1.355 0.093 -2.073
N: 1.019 0.148 0.266
S: -1.642 -1.700 -1.793

The energy above the lowest of the compared OMol25 structures with the same formula, charge and spin is 98.1 kcal/mol. The total energy comes out at -611.78585 a.u. The HOMO-LUMO gap comes out at 8.9 eV.

=====

No. 8
Molecular formula: C4H11NS
Method: DFT, ωB97M-V/def2-TZVPD

CARTESIAN COORDINATES (ANGSTROEM)
C: -0.962 -0.604 -1.657
C: -0.615 -0.499 -0.129
C: -0.122 0.932 0.211
S: 0.073 1.351 1.965
C: 1.213 0.134 2.757
N: -0.114 0.249 -2.497
H: -1.991 -0.216 -1.747
H: -0.885 -1.664 -1.915
H: 0.042 -1.323 0.173
H: -1.561 -0.633 0.410
H: -0.982 1.515 -0.113
H: 0.709 1.158 -0.447
H: 1.267 -0.732 2.093
H: 2.213 0.576 2.855
H: 1.027 -0.325 3.734
H: -0.162 -0.017 -3.472
H: 0.851 0.097 -2.222

The energy above the lowest of the compared OMol25 structures with the same formula, charge and spin is 18.1 kcal/mol. The total energy comes out at -611.91322 a.u. The SMILES is CSCCCN. The HOMO-LUMO gap comes out at 9.4 eV.

=====

No. 9
Molecular formula: C4H11NS
Method: DFT, ωB97M-V/def2-TZVPD

CARTESIAN COORDINATES (ANGSTROEM)
C: -0.731 1.100 0.137
C: -0.935 1.033 -1.376
S: 0.518 1.538 -2.321
C: 0.371 0.195 0.666
N: -0.063 -1.200 0.659
C: 0.886 -2.108 1.241
H: -0.456 2.140 0.341
H: -1.611 0.783 0.697
H: -1.808 1.608 -1.640
H: -1.235 0.041 -1.699
H: 0.195 2.827 -2.486
H: 1.315 0.394 0.132
H: 0.561 0.368 1.710
H: -0.358 -1.563 -0.235
H: 0.837 -2.122 2.334
H: 1.916 -1.926 0.912
H: 0.599 -3.109 0.928

The energy above the lowest of the compared OMol25 structures with the same formula, charge and spin is 12.2 kcal/mol. The total energy comes out at -611.92273 a.u. The SMILES is CNCCCS. The HOMO-LUMO gap comes out at 9.6 eV.

=====

No. 10
Molecular formula: C4H11NS
Method: DFT, ωB97M-V/def2-TZVPD

CARTESIAN COORDINATES (ANGSTROEM)
C: 0.712 2.363 0.297
C: 1.669 1.248 0.733
S: 1.154 0.537 2.333
H: 1.006 2.773 -0.680
H: 0.519 3.126 1.018
H: -0.324 1.952 0.124
H: 2.770 1.597 0.782
H: 1.659 0.504 -0.059
C: -1.651 -1.515 -1.399
C: -0.283 -1.328 0.550
N: -0.775 -2.030 -0.399
H: -2.710 -1.749 -1.184
H: -1.376 -2.050 -2.342
H: -1.577 -0.443 -1.466
H: -0.335 -0.223 0.521
H: 0.077 -1.741 1.546
H: -0.536 -3.021 -0.375

The energy above the lowest of the compared OMol25 structures with the same formula, charge and spin is 84.0 kcal/mol. The total energy comes out at -611.80828 a.u. The HOMO-LUMO gap comes out at 5.1 eV.

=====

No. 11
Molecular formula: C4H11NS
Method: DFT, ωB97M-V/def2-TZVPD

CARTESIAN COORDINATES (ANGSTROEM)
C: -1.382 0.933 1.054
C: -2.701 1.685 1.036
S: -1.897 3.368 1.791
H: -1.137 0.834 2.231
H: -0.688 1.425 0.480
H: -1.449 0.008 0.534
H: -3.604 1.439 1.618
H: -2.986 1.677 -0.007
C: 2.017 -1.434 -1.365
C: 2.953 -1.860 -0.342
N: 1.821 -2.052 -2.549
H: 1.311 -0.589 -1.151
H: 2.661 -2.133 0.622
H: 3.823 -2.470 -0.687
H: 1.599 -1.333 -3.156
H: -2.762 3.280 2.889
H: 2.420 -2.777 -2.997

The energy above the lowest of the compared OMol25 structures with the same formula, charge and spin is 81.5 kcal/mol. The total energy comes out at -611.81222 a.u. The SMILES is C=CN.CCS. The HOMO-LUMO gap comes out at 8.6 eV.

=====

No. 12
Molecular formula: C4H11NS
Method: DFT, ωB97M-V/def2-TZVPD

CARTESIAN COORDINATES (ANGSTROEM)
C: -3.197 0.413 -1.167
C: -1.694 0.164 -1.204
S: -0.896 1.059 0.163
H: -3.347 1.495 -1.165
H: -3.619 0.033 -0.240
H: -3.705 -0.003 -2.038
H: -1.293 0.454 -2.176
H: -1.452 -0.889 -1.044
C: 2.009 -0.803 1.956
C: 2.657 0.155 -0.108
N: 1.735 -0.125 0.698
H: 1.309 -1.619 2.099
H: 1.849 -0.087 2.762
H: 3.042 -1.153 1.969
H: 3.696 -0.098 0.097
H: 2.405 0.673 -1.025
H: 0.502 0.331 0.421

The energy above the lowest of the compared OMol25 structures with the same formula, charge and spin is 39.0 kcal/mol. The total energy comes out at -611.87994 a.u. The HOMO-LUMO gap comes out at 7.8 eV.